Entry 1
Molecular formula: C2H4FNO2
Method: DFT, the ωB97M-V functional and the def2-TZVPD basis

Geometry (Å):
1 C -0.88 -0.75 0.36
2 C -0.23 0.56 0.01
3 F -0.21 1.36 1.07
4 N 1.23 0.39 -0.49
5 O 1.47 -0.59 -1.21
6 O 2.06 1.20 -0.15
7 H -1.87 -0.83 0.01
8 H -0.76 -1.01 1.48
9 H -0.23 -1.47 -0.21
10 H -0.57 1.15 -0.88

Output
SMILES = C[C@@H](F)[N+](=O)[O-]
Orbital gap = 11.365 eV

Entry 2
Molecular formula: C2H4FNO2
Method: DFT, the ωB97M-V functional and the def2-TZVPD basis

Geometry (Å):
1 C 0.64 -0.30 0.61
2 C -0.46 0.70 0.62
3 H -1.06 -0.47 -1.73
4 H 1.32 -1.56 -0.84
5 H -1.55 0.30 0.46
6 H -0.53 1.16 1.70
7 N 0.54 -1.02 -0.54
8 O 0.12 -0.16 -1.70
9 O 1.40 -0.46 1.59
10 F -0.41 1.82 -0.17

Output
Orbital gap = 10.483 eV

Quick one: most stable of them? entry 1

Entry 1
Molecular formula: H18NO7
Method: DFT, the ωB97M-V functional and the def2-TZVPD basis

Geometry (Å):
1 N -0.28 0.50 1.36
2 H -0.02 -0.35 1.94
3 H 0.20 1.38 1.72
4 H -0.07 0.23 0.40
5 H -1.18 0.83 1.54
6 H -3.98 0.92 -2.40
7 H -2.43 0.59 -2.32
8 O -3.26 0.38 -2.00
9 H 0.17 3.05 3.47
10 H 0.36 3.94 2.23
11 O 0.11 3.07 2.48
12 H -2.30 -0.13 -0.33
13 H -3.51 -0.34 0.58
14 O -2.62 -0.11 0.63
15 H 3.01 -2.27 -2.50
16 H 3.58 -1.96 -1.04
17 O 2.86 -2.33 -1.56
18 H 0.64 -3.45 1.59
19 H 1.60 -3.22 2.63
20 O 1.11 -2.65 2.04
21 H 1.66 -1.05 0.64
22 H 1.61 -1.61 -0.77
23 O 1.08 -0.99 -0.18
24 H -0.04 1.28 -3.50
25 H 1.23 2.30 -3.57
26 O 0.47 1.98 -3.08

Output
Total charge = +1
Orbital gap = 11.655 eV

Entry 2
Molecular formula: H18NO7
Method: DFT, the ωB97M-V functional and the def2-TZVPD basis

Geometry (Å):
1 N -0.24 0.57 -0.27
2 H -0.97 1.15 -0.81
3 H 0.55 0.32 -0.84
4 H -0.83 -0.32 -0.12
5 H 0.19 0.99 0.54
6 O -3.46 0.19 -0.38
7 H -4.22 -0.17 0.07
8 H -2.94 -0.37 -0.87
9 O 1.37 -1.93 -0.73
10 H 2.19 -2.18 -0.46
11 H 1.24 -1.64 -1.59
12 O 2.65 1.54 0.86
13 H 2.71 2.35 0.35
14 H 2.58 2.02 1.60
15 O 1.86 -0.72 3.43
16 H 1.40 -0.19 2.70
17 H 1.29 -1.26 4.05
18 O -0.86 -0.81 2.50
19 H -1.43 -0.23 3.17
20 H -1.05 -1.69 2.64
21 O -2.14 -0.90 -2.03
22 H -1.97 -0.60 -3.06
23 H -1.85 -1.78 -1.80
24 O 1.07 2.10 -2.71
25 H 0.86 1.77 -3.63
26 H 1.99 1.79 -2.62

Output
Total charge = +1
Orbital gap = 10.163 eV

Quick one: most stable of them? entry 1

Entry 1
Molecular formula: C3H7NOS
Method: DFT, the ωB97M-V functional and the def2-TZVPD basis

Geometry (Å):
1 C -1.79 -1.02 0.04
2 C -0.91 0.05 -0.52
3 O -0.61 -0.17 -1.89
4 C 0.43 0.07 0.20
5 N 1.37 -0.72 -0.44
6 S 0.89 1.09 1.45
7 H -2.17 -0.70 1.06
8 H -1.26 -1.98 0.19
9 H -2.67 -1.12 -0.63
10 H -1.28 1.02 -0.35
11 H -1.37 -0.65 -2.25
12 H 2.22 -0.96 -0.02
13 H 1.20 -1.12 -1.37

Output
SMILES = C[C@H](O)C(N)=S
Orbital gap = 9.030 eV

Entry 2
Molecular formula: C3H7NOS
Method: DFT, the ωB97M-V functional and the def2-TZVPD basis

Geometry (Å):
1 C 2.49 0.11 0.00
2 O 1.53 -0.93 0.00
3 N 0.25 -0.36 0.00
4 C -0.64 -1.28 0.00
5 S -2.34 -0.90 0.00
6 C -2.28 0.90 0.00
7 H 2.41 0.72 0.89
8 H 3.45 -0.41 -0.01
9 H 2.41 0.74 -0.89
10 H -0.40 -2.33 0.00
11 H -3.30 1.23 -0.01
12 H -1.77 1.24 -0.88
13 H -1.79 1.26 0.89

Output
SMILES = CO/N=C/SC
Orbital gap = 9.377 eV

Entry 3
Molecular formula: C3H7NOS
Method: DFT, the ωB97M-V functional and the def2-TZVPD basis

Geometry (Å):
1 N -0.15 2.10 0.96
2 C -0.27 0.74 1.00
3 O -0.78 0.15 1.92
4 C 0.33 0.03 -0.21
5 C -0.28 -1.34 -0.39
6 S 0.71 -2.41 -1.45
7 H -0.29 2.60 1.83
8 H 0.49 2.48 0.29
9 H 0.12 0.66 -1.08
10 H 1.41 -0.04 -0.09
11 H -1.29 -1.28 -0.76
12 H -0.31 -1.83 0.59
13 H 0.31 -1.85 -2.60

Output
SMILES = NC(=O)CCS
Orbital gap = 9.911 eV

Quick one: most stable of them? entry 3

Entry 1
Molecular formula: C3H7NOS
Method: DFT, the ωB97M-V functional and the def2-TZVPD basis

Geometry (Å):
1 C 2.68 -0.71 0.03
2 N 1.49 -0.33 -0.25
3 S 1.10 1.30 0.06
4 C -0.61 1.22 -0.15
5 C -1.31 -0.16 0.21
6 O -2.69 -0.19 0.06
7 H 3.32 -0.24 0.81
8 H 2.82 -1.78 -0.22
9 H -1.22 1.87 0.47
10 H -0.88 1.32 -1.22
11 H -0.81 -0.96 -0.38
12 H -1.05 -0.48 1.18
13 H -2.85 -0.86 -0.61

Output
SMILES = C=NSCCO
Orbital gap = 9.307 eV

Entry 2
Molecular formula: C3H7NOS
Method: DFT, the ωB97M-V functional and the def2-TZVPD basis

Geometry (Å):
1 C 0.54 0.44 2.82
2 N 0.05 -0.18 1.86
3 O -0.18 0.63 0.74
4 C -0.83 -0.37 -0.27
5 S -1.34 0.34 -1.71
6 C 0.29 -0.02 -2.40
7 H 0.60 1.50 2.80
8 H 0.88 -0.07 3.79
9 H -0.26 -1.24 -0.29
10 H -1.71 -0.73 0.43
11 H 0.48 -1.07 -2.23
12 H 0.40 0.10 -3.63
13 H 1.08 0.68 -1.92

Output
SMILES = C=NOCSC
Orbital gap = 10.164 eV

Quick one: most stable of them? entry 1

Entry 1
Molecular formula: C3H7NOS
Method: DFT, the ωB97M-V functional and the def2-TZVPD basis

Geometry (Å):
1 C -1.31 -0.32 -0.95
2 C 0.15 0.09 -0.76
3 S 0.33 1.84 -1.51
4 C 0.55 0.05 0.72
5 N 1.32 -0.90 1.09
6 O 1.60 -0.72 2.43
7 H -1.95 0.45 -0.42
8 H -1.43 -1.32 -0.55
9 H -1.57 -0.19 -2.00
10 H 0.90 -0.51 -1.29
11 H -0.82 2.29 -0.93
12 H 0.31 0.81 1.46
13 H 1.93 -1.56 2.72

Output
SMILES = C[C@@H](S)/C=N/O
Orbital gap = 10.249 eV

Entry 2
Molecular formula: C3H7NOS
Method: DFT, the ωB97M-V functional and the def2-TZVPD basis

Geometry (Å):
1 C -1.16 -0.53 0.70
2 C -0.39 -0.62 -0.61
3 N 0.68 0.19 -0.36
4 S 1.72 -0.55 0.98
5 C 0.82 1.30 -0.95
6 O 1.84 2.06 -0.82
7 H -2.00 -1.26 0.66
8 H -1.41 0.35 0.93
9 H -0.44 -1.04 1.49
10 H -0.79 -0.13 -1.62
11 H -0.04 -1.62 -1.06
12 H 1.34 0.31 2.07
13 H -0.17 1.55 -1.40

Output
SMILES = CCN(S)C=O
Orbital gap = 9.673 eV

Entry 3
Molecular formula: C3H7NOS
Method: DFT, the ωB97M-V functional and the def2-TZVPD basis

Geometry (Å):
1 H 1.91 1.65 -1.42
2 N 1.72 0.70 -1.15
3 C 2.31 0.33 -0.10
4 O 1.95 -0.76 0.56
5 H 3.17 0.76 0.35
6 H 1.06 -1.12 0.36
7 C -2.17 0.13 0.56
8 C -1.10 -0.56 -0.26
9 S -1.32 -2.09 -0.68
10 H -3.05 -0.44 0.75
11 H -2.47 0.99 -0.08
12 H -1.74 0.46 1.59
13 H -0.26 -0.05 -0.47

Output
SMILES = [H]/N=C/O.CC=S
Orbital gap = 8.596 eV

Quick one: most stable of them? entry 3

Entry 1
Molecular formula: C4H10NO
Method: DFT, the ωB97M-V functional and the def2-TZVPD basis

Geometry (Å):
1 C -0.60 -1.93 -0.40
2 N -0.69 -1.18 0.99
3 C -0.80 0.45 0.86
4 C 0.59 1.09 0.59
5 C 0.96 1.30 -0.95
6 O 1.50 0.32 -1.67
7 H -1.59 -1.57 -0.83
8 H -0.67 -3.03 -0.15
9 H 0.31 -2.14 -1.09
10 H 0.38 -1.25 1.09
11 H -1.39 0.72 1.77
12 H -1.40 0.68 -0.04
13 H 0.58 2.05 1.14
14 H 1.31 0.44 1.18
15 H -0.03 1.85 -1.51
16 H 1.56 2.20 -0.96

Output
SMILES = CNCCC[O-]
Total charge = -1
Orbital gap = 6.692 eV

Entry 2
Molecular formula: C4H10NO
Method: DFT, the ωB97M-V functional and the def2-TZVPD basis

Geometry (Å):
1 C 0.65 1.52 0.83
2 N 1.11 0.64 -0.22
3 C 0.06 -0.34 -0.63
4 C -0.67 0.20 -1.88
5 C -0.83 -0.82 0.47
6 O -0.14 -1.36 1.52
7 H 0.40 1.06 1.79
8 H 1.36 2.33 1.03
9 H -0.21 2.09 0.44
10 H 1.89 0.06 0.04
11 H 0.61 -1.21 -1.00
12 H -1.23 -0.67 -2.25
13 H -0.01 0.66 -2.60
14 H -1.48 0.84 -1.51
15 H -1.58 -1.55 0.06
16 H -1.54 -0.05 0.84

Output
SMILES = CN[C@H](C)C[O-]
Total charge = -1
Orbital gap = 6.521 eV

Entry 3
Molecular formula: C4H10NO
Method: DFT, the ωB97M-V functional and the def2-TZVPD basis

Geometry (Å):
1 C 1.33 2.07 0.19
2 C 0.77 0.64 -0.34
3 C 0.12 -0.13 0.83
4 N -0.95 -1.16 0.58
5 C -1.27 -1.90 -0.78
6 O -2.56 -2.22 -0.75
7 H 2.14 1.89 0.85
8 H 0.45 2.50 0.59
9 H 1.79 2.58 -0.67
10 H 1.58 0.02 -0.72
11 H -0.03 0.86 -1.00
12 H 0.70 -0.74 1.48
13 H -0.43 0.53 1.51
14 H -1.93 -0.76 0.78
15 H -0.64 -2.85 -0.85
16 H -1.06 -1.33 -1.70

Output
SMILES = CCCNC[O-]
Total charge = -1
Orbital gap = 5.873 eV

Entry 4
Molecular formula: C4H10NO
Method: DFT, the ωB97M-V functional and the def2-TZVPD basis

Geometry (Å):
1 C -1.44 -0.03 0.37
2 C -0.28 -0.34 -0.62
3 N -0.53 0.21 -1.96
4 C 1.01 0.29 -0.12
5 C 1.40 -0.24 1.31
6 O 0.91 -1.45 1.61
7 H -2.15 0.61 -0.14
8 H -1.07 0.39 1.30
9 H -1.96 -0.92 0.70
10 H -0.22 -1.40 -0.75
11 H -0.55 1.23 -1.93
12 H -1.43 -0.07 -2.34
13 H 0.92 1.37 -0.05
14 H 1.80 -0.06 -0.80
15 H 1.07 0.56 2.04
16 H 2.51 -0.15 1.38

Output
SMILES = C[C@@H](N)CC[O-]
Total charge = -1
Orbital gap = 6.411 eV

Quick one: most stable of them? entry 4

Entry 1
Molecular formula: C4H10NO
Method: DFT, the ωB97M-V functional and the def2-TZVPD basis

Geometry (Å):
1 C 1.93 -0.77 -0.19
2 N 0.81 -0.03 -0.74
3 C -0.36 -0.01 0.15
4 C -0.36 1.22 1.01
5 C -1.72 -0.17 -0.64
6 O -2.76 -0.40 0.13
7 H 1.99 -0.57 0.87
8 H 2.87 -0.42 -0.62
9 H 1.83 -1.85 -0.31
10 H 0.46 -0.48 -1.55
11 H -0.37 -0.91 0.78
12 H -1.21 1.21 1.70
13 H 0.50 1.27 1.69
14 H -0.40 2.12 0.39
15 H -1.78 0.78 -1.25
16 H -1.44 -0.96 -1.42

Output
SMILES = CN[C@@H](C)C[O-]
Total charge = -1
Orbital gap = 6.376 eV

Entry 2
Molecular formula: C4H10NO
Method: DFT, the ωB97M-V functional and the def2-TZVPD basis

Geometry (Å):
1 C -1.05 -0.07 -0.90
2 N -3.15 0.60 -2.82
3 C -1.96 0.94 -1.77
4 C 2.67 -0.86 2.06
5 C 3.50 -0.35 3.08
6 O 4.15 -1.01 3.91
7 H -0.03 -0.19 -1.29
8 H -0.92 0.32 0.14
9 H -1.50 -1.07 -0.84
10 H -2.01 0.07 -2.66
11 H -2.52 1.38 -0.96
12 H -1.25 1.61 -2.23
13 H 1.91 -0.17 1.69
14 H 2.52 -1.91 1.93
15 H 3.54 0.72 3.10
16 H -3.89 -0.01 -2.45

Output
Total charge = -1
Orbital gap = 4.882 eV

Quick one: most stable of them? entry 1